(A)
C3H10NO | ωB97M-V with the def2-TZVPD basis set

Positions of all 15 atoms, in Å:
C  0.0035  -1.4074  -1.5515
N  1.0820  -0.9318  -0.4843
H  -0.6232  -0.6208  -1.9626
H  -0.6672  -2.0323  -0.9646
H  0.5523  -1.8749  -2.3618
H  1.7231  -0.2044  -0.7853
H  0.3656  -0.6516  0.1821
H  1.6077  -1.7958  -0.3998
C  -1.3106  0.9932  1.5066
C  -0.5433  1.6716  0.6825
O  0.8270  1.4413  0.5856
H  -1.0539  0.4598  2.4242
H  -2.4034  0.9599  1.4955
H  -0.7485  2.5983  0.1478
H  1.1889  1.3947  1.4853

## Properties
- LUMO level (hartree) = -0.12876
- total charge = +1
- gap between HOMO and LUMO (eV) = 10.18
- HOMO (eV) = -13.7

These are the natural (NBO) partial charges, in e, on atoms 1 to 6: number 1, C, carries -0.4107; number 2, N, carries -0.6967; number 3, H, carries 0.2484; number 4, H, carries 0.2322; number 5, H, carries 0.2366; number 6, H, carries 0.4575

---

(B)
C3H10NO | ωB97M-V with the def2-TZVPD basis set

Positions of all 15 atoms, in Å:
C  1.1530  1.8170  -1.3168
O  1.5711  1.0284  -0.1959
H  0.2372  1.3757  -1.7301
H  1.8290  1.7926  -2.1838
H  1.0330  2.8495  -0.9873
H  2.5007  0.7632  -0.2368
C  -0.4667  -2.1095  0.6092
C  -1.7206  -0.0378  1.0306
N  -0.6853  -0.6586  0.5588
H  -0.4862  -2.5895  -0.3714
H  0.5126  -2.2063  1.0727
H  -1.2647  -2.5188  1.1963
H  -2.7518  -0.2468  0.8003
H  -1.4963  0.8179  1.6546
H  0.0351  -0.0771  0.0995

## Properties
- LUMO level (hartree) = -0.22162
- total charge = +1
- gap between HOMO and LUMO (eV) = 8.80
- HOMO (eV) = -14.8

These are the natural (NBO) partial charges, in e, on atoms 1 to 6: number 1, C, carries -0.2629; number 2, O, carries -0.7758; number 3, H, carries 0.1649; number 4, H, carries 0.2025; number 5, H, carries 0.1984; number 6, H, carries 0.5047

---

It is (A) that is most stable; the runner-up trails by 0.418 eV.

---

(A)
C3H6O3 | ωB97M-V with the def2-TZVPD basis set

Positions of all 12 atoms, in Å:
C  1.2353  0.7120  -0.2390
C  0.0767  -0.2559  -0.0511
O  0.3148  -1.2087  1.0006
O  -0.3329  -0.8896  -1.2436
C  -1.1919  0.5134  0.4781
O  -2.2834  0.4296  -0.0124
H  1.4705  0.9483  -1.2946
H  1.0897  1.6680  0.3884
H  2.1395  0.0547  0.0013
H  -0.1578  -1.9665  0.6891
H  -1.3450  -0.9502  -1.1944
H  -1.0155  0.9450  1.4775

## Properties
- LUMO level (hartree) = 0.02765
- gap between HOMO and LUMO (eV) = 10.86
- HOMO (eV) = -10.1

These are the natural (NBO) partial charges, in e, on atoms 1 to 6: number 1, C, carries -0.6722; number 2, C, carries 0.3957; number 3, O, carries -0.7093; number 4, O, carries -0.7197; number 5, C, carries 0.4149; number 6, O, carries -0.5261

---

(B)
C3H6O3 | ωB97M-V with the def2-TZVPD basis set

Positions of all 12 atoms, in Å:
C  0.6213  0.6719  -0.2487
C  -0.4125  -0.5096  0.0275
O  0.0703  -1.4086  0.9608
O  -0.7095  -1.2127  -1.1670
C  -1.9543  0.1879  0.6167
O  -2.6723  0.6669  -0.1583
H  1.3080  0.5933  0.4978
H  0.9857  0.4427  -1.2242
H  0.1520  1.6908  -0.2580
H  0.0395  -2.2301  0.4668
H  -1.4532  -1.7759  -0.9403
H  -2.2543  0.0431  1.6828

## Properties
- LUMO level (hartree) = 0.02149
- gap between HOMO and LUMO (eV) = 9.66
- HOMO (eV) = -9.1

These are the natural (NBO) partial charges, in e, on atoms 1 to 6: number 1, C, carries -0.6455; number 2, C, carries 0.4516; number 3, O, carries -0.7224; number 4, O, carries -0.7119; number 5, C, carries 0.3918; number 6, O, carries -0.4964

---

It is (A) that is most stable; the runner-up trails by 0.684 eV.

---

(A)
C3H6O3 | ωB97M-V with the def2-TZVPD basis set

Positions of all 12 atoms, in Å:
C  -1.1180  0.8356  -1.3866
C  -1.5789  0.0510  -0.1359
O  -1.3900  0.3112  1.0458
O  -2.2987  -1.0772  -0.3851
H  -1.6574  0.4547  -2.2568
H  -0.0179  0.6215  -1.5017
H  -1.2564  1.9170  -1.2234
H  -2.4946  -1.3996  0.4972
C  2.9375  -0.4665  1.2727
O  3.5377  -1.0130  2.2045
H  1.8322  -0.4223  1.2760
H  3.5046  0.1875  0.5934

## Properties
- LUMO level (hartree) = 0.02037
- gap between HOMO and LUMO (eV) = 10.77
- HOMO (eV) = -10.2

These are the natural (NBO) partial charges, in e, on atoms 1 to 6: number 1, C, carries -0.7227; number 2, C, carries 0.7878; number 3, O, carries -0.6125; number 4, O, carries -0.6832; number 5, H, carries 0.2406; number 6, H, carries 0.2436

---

(B)
C3H6O3 | ωB97M-V with the def2-TZVPD basis set

Positions of all 12 atoms, in Å:
O  -0.3086  -1.7775  -0.5013
C  -0.9614  -0.8556  0.2430
C  -0.3515  -0.1216  1.1821
O  0.9909  -0.3231  1.4099
H  0.5992  -1.7998  -0.1509
H  -2.0177  -0.7724  0.0106
H  -0.8715  0.6138  1.7918
H  1.4916  0.2832  0.8262
C  0.3411  1.1811  -1.1922
O  1.4989  0.9630  -0.8971
H  -0.1898  0.5692  -1.9421
H  -0.2212  2.0396  -0.7801

## Properties
- LUMO level (hartree) = 0.02476
- gap between HOMO and LUMO (eV) = 9.74
- HOMO (eV) = -9.1

These are the natural (NBO) partial charges, in e, on atoms 1 to 6: number 1, O, carries -0.6776; number 2, C, carries 0.0859; number 3, C, carries -0.0034; number 4, O, carries -0.7324; number 5, H, carries 0.4942; number 6, H, carries 0.1928

---

(C)
C3H6O3 | ωB97M-V with the def2-TZVPD basis set

Positions of all 12 atoms, in Å:
C  1.4424  -0.9967  0.3655
C  0.6108  -1.2505  -0.8548
O  0.0617  -0.3490  -1.4572
H  2.1775  -0.4070  -0.0514
H  1.9625  -1.9477  0.5811
H  1.0199  -0.5245  1.3160
H  0.2095  -2.1917  -1.1428
O  -0.4533  1.5048  1.0770
C  -1.5820  1.8309  0.5665
O  -1.8347  1.3845  -0.6782
H  -2.4431  2.2790  1.1276
H  -1.1712  0.6679  -0.8491

## Properties
- LUMO level (hartree) = 0.01829
- gap between HOMO and LUMO (eV) = 10.77
- HOMO (eV) = -10.3

These are the natural (NBO) partial charges, in e, on atoms 1 to 6: number 1, C, carries -0.7342; number 2, C, carries 0.4640; number 3, O, carries -0.5740; number 4, H, carries 0.2409; number 5, H, carries 0.2112; number 6, H, carries 0.2897

---

(D)
C3H6O3 | ωB97M-V with the def2-TZVPD basis set

Positions of all 12 atoms, in Å:
C  1.1258  0.8110  0.6120
C  -0.0034  -0.0888  0.2173
O  -0.8715  -0.4689  1.1847
O  0.4497  -1.1393  -0.9403
C  -0.5060  -0.1944  -1.1689
O  -1.8197  -0.5670  -1.3743
H  0.7642  1.6408  1.2180
H  1.8474  0.2280  1.1879
H  1.6366  1.1766  -0.2743
H  -0.4058  -0.7058  1.9996
H  -0.2601  0.7080  -1.7622
H  -1.9573  -1.4003  -0.8996

## Properties
- LUMO level (hartree) = 0.02320
- gap between HOMO and LUMO (eV) = 10.24
- HOMO (eV) = -9.6

These are the natural (NBO) partial charges, in e, on atoms 1 to 6: number 1, C, carries -0.6673; number 2, C, carries 0.4549; number 3, O, carries -0.6658; number 4, O, carries -0.5475; number 5, C, carries 0.3314; number 6, O, carries -0.6969

---

It is (A) that is most stable; the runner-up trails by 0.456 eV.

---

(A)
C3H6O3 | ωB97M-V with the def2-TZVPD basis set

Positions of all 12 atoms, in Å:
C  -1.8189  0.0854  -0.4969
C  -0.5639  -0.3166  0.2189
O  -0.4236  -1.2648  0.9342
O  0.2617  0.9293  0.3908
C  1.5859  0.5371  0.3701
O  1.6454  -0.5792  -0.5966
H  -2.6071  -0.6382  -0.2893
H  -1.6380  0.1445  -1.5698
H  -2.1594  1.0521  -0.1323
H  1.8696  0.1445  1.3586
H  2.1995  1.3462  -0.0357
H  1.6488  -1.4403  -0.1518

## Properties
- LUMO level (hartree) = 0.03287
- gap between HOMO and LUMO (eV) = 11.53
- HOMO (eV) = -10.6

These are the natural (NBO) partial charges, in e, on atoms 1 to 6: number 1, C, carries -0.7265; number 2, C, carries 0.8380; number 3, O, carries -0.5608; number 4, O, carries -0.5723; number 5, C, carries 0.2176; number 6, O, carries -0.7498

---

(B)
C3H6O3 | ωB97M-V with the def2-TZVPD basis set

Positions of all 12 atoms, in Å:
C  0.4218  2.7135  -0.0268
C  0.0588  1.4684  0.2169
O  -1.1741  0.9710  0.0223
H  1.4396  3.0554  0.0935
H  -0.2373  3.4618  -0.4574
H  0.7911  0.7880  0.6618
H  -1.1915  0.0064  0.1181
O  -1.1338  -1.8337  0.1972
C  -0.3532  -2.7148  -0.0463
O  0.8795  -2.5471  -0.4965
H  -0.6142  -3.7619  0.1165
H  1.1133  -1.6070  -0.3993

## Properties
- LUMO level (hartree) = 0.01975
- gap between HOMO and LUMO (eV) = 9.31
- HOMO (eV) = -8.8

These are the natural (NBO) partial charges, in e, on atoms 1 to 6: number 1, C, carries -0.5223; number 2, C, carries 0.1436; number 3, O, carries -0.6986; number 4, H, carries 0.2034; number 5, H, carries 0.2037; number 6, H, carries 0.1388

---

It is (B) that is most stable; the runner-up trails by 0.059 eV.